The following is a quantum chemistry calculation of a structure of composition C16H40FINO8PTa, from the OMol25 dataset.

```
69
Properties=species:S:1:pos:R:3:forces:R:3:lowdin_charge:R:1
C 2.8277 -2.4089 -4.1592 0.497 0.280 -0.409 -0.12
N 3.3653 -1.0615 -4.3796 -0.440 -0.651 0.886 -0.18
C 4.3153 -0.6400 -3.3488 0.606 0.110 -0.384 -0.08
C 2.3562 -0.0681 -4.6093 -0.785 -1.138 1.539 -0.65
O 2.5194 0.6970 -5.4869 0.800 2.251 -2.251 0.06
C 1.1057 0.0408 -3.7757 -0.115 -0.963 -0.295 -0.35
Ta -0.6718 -0.8696 -4.9296 -1.130 -1.695 -2.666 1.30
F -2.2146 -1.7799 -5.9175 2.088 1.205 1.123 -0.65
P -2.1123 -0.9545 -2.7395 -0.170 0.467 0.806 0.09
O -3.1839 0.3308 -2.7066 -0.046 -0.446 -0.128 -0.57
I -3.5523 -2.9552 -3.0560 -0.030 0.093 -0.045 0.20
H 1.9819 -2.4549 -3.4722 0.053 -0.078 0.124 0.04
H 2.5310 -2.8022 -5.1290 -0.324 -0.114 0.028 0.07
H 3.6525 -3.0310 -3.8179 -0.043 -0.114 0.172 0.07
H 5.2888 -0.4881 -3.8226 0.083 0.172 0.113 0.08
H 4.0467 0.2933 -2.8499 -0.171 0.016 -0.010 0.07
H 4.4739 -1.3998 -2.5841 -0.272 -0.077 0.090 0.07
H 1.2120 -0.3720 -2.7707 -0.057 -0.095 0.015 0.03
H 0.8787 1.1031 -3.7344 -0.140 0.108 0.056 0.04
H -0.0246 -2.5650 -4.4995 -0.139 0.250 0.543 -0.13
H 0.2630 -0.8162 -6.5313 -0.294 0.177 0.250 -0.13
H -1.3358 0.8332 -5.2620 -0.090 0.115 0.510 -0.15
H -3.5466 0.4856 -3.5879 0.106 0.141 0.023 0.00
C -3.2076 -3.4892 0.9999 0.154 0.076 0.102 -0.13
O -3.6992 -2.3940 1.7447 -0.331 -0.203 0.012 -0.21
C -4.2848 -1.3924 0.9224 0.180 0.051 0.257 -0.20
C -5.4403 -0.7169 1.6301 0.012 0.079 -0.089 -0.18
O -6.6232 -1.5063 1.7246 -0.033 0.013 0.100 -0.13
C -6.6113 -2.6227 2.6002 -0.097 0.025 -0.114 -0.19
C -6.5925 -2.2654 4.0738 0.301 -0.213 0.024 -0.20
O -5.3082 -1.8215 4.4816 -0.060 0.294 -0.114 -0.20
C -5.3538 -0.8232 5.4731 0.077 -0.202 -0.042 -0.12
H -2.3085 -3.2033 0.4448 -0.060 -0.096 -0.166 0.08
H -2.9528 -4.2870 1.6989 0.024 0.093 0.078 0.08
H -3.9635 -3.8690 0.3055 0.064 0.045 -0.090 0.06
H -4.6380 -1.8200 -0.0213 0.027 0.006 -0.018 0.10
H -3.5144 -0.6429 0.7030 -0.119 0.072 -0.209 0.13
H -5.7277 0.1491 1.0295 -0.043 -0.066 -0.060 0.13
H -5.1422 -0.3357 2.6084 0.115 -0.161 0.058 0.11
H -5.8087 -3.3153 2.3450 0.156 0.065 0.163 0.12
H -7.5547 -3.1407 2.4066 -0.027 0.052 0.002 0.13
H -6.8370 -3.1609 4.6617 -0.220 0.010 -0.046 0.12
H -7.3492 -1.4966 4.2674 0.004 0.022 -0.018 0.12
H -6.0158 -0.0014 5.1767 -0.047 -0.004 0.067 0.09
H -4.3467 -0.4256 5.5911 0.019 -0.067 0.009 0.09
H -5.6862 -1.2406 6.4314 -0.068 0.128 0.048 0.08
C 3.1435 2.1766 4.1739 0.071 0.162 -0.002 -0.12
O 3.9591 2.7624 3.1849 -0.173 -0.244 -0.134 -0.20
C 5.1490 2.0327 2.9367 -0.029 0.343 0.004 -0.20
C 5.5594 2.1298 1.4809 0.071 -0.071 -0.091 -0.19
O 4.7633 1.3640 0.5908 -0.001 -0.006 0.057 -0.13
C 3.4281 1.7959 0.3428 0.036 -0.106 -0.128 -0.17
C 3.3303 3.0710 -0.4684 -0.261 0.136 0.257 -0.19
O 3.6532 4.2086 0.3215 0.368 -0.068 0.002 -0.20
C 4.3093 5.2203 -0.4080 -0.191 -0.031 0.113 -0.12
H 3.5922 2.2931 5.1675 -0.043 -0.123 0.051 0.09
H 2.1817 2.6875 4.1609 0.047 0.064 -0.008 0.09
H 2.9699 1.1145 3.9688 0.035 -0.016 0.054 0.09
H 5.0223 0.9778 3.2040 -0.022 -0.011 -0.013 0.12
H 5.9438 2.4648 3.5605 0.135 -0.181 -0.020 0.13
H 6.5632 1.7043 1.3973 -0.031 -0.065 0.015 0.13
H 5.6307 3.1688 1.1556 -0.165 0.084 0.133 0.12
H 2.8577 1.8592 1.2693 0.010 0.226 0.029 0.12
H 2.9795 0.9972 -0.2525 0.074 -0.006 -0.035 0.12
H 2.2984 3.1914 -0.8201 0.028 -0.162 -0.171 0.13
H 3.9948 2.9989 -1.3362 0.012 -0.012 0.004 0.12
H 5.1703 4.8187 -0.9545 -0.029 0.025 -0.081 0.09
H 4.6706 5.9623 0.3034 -0.070 0.003 0.025 0.09
H 3.6195 5.7049 -1.1078 0.109 0.027 -0.107 0.09
```
Forces are in eV/Å.

For the HOMO-LUMO gap, the calculation gives 6.32 eV. The value obtained for the molecular weight is 732.3 g/mol. The net charge is -1. For the highest occupied orbital energy, the calculation gives -4.5788 eV.